1.
ORCA calculation (ωB97M-V/def2-TZVPD) on a molecular structure, C25H25BCrN8O2 at a distorted geometry.

Structure (XYZ):
```
62
Properties=species:S:1:pos:R:3:mulliken_spin:R:1
C -1.6443 -0.5607 2.6103 0.013
N -1.4046 -0.0424 1.3667 -0.057
N -2.4759 0.7765 1.0628 -0.001
C -3.2994 0.8407 2.1094 0.020
C -2.8101 0.0225 3.1096 0.003
B -2.6741 1.3478 -0.3526 -0.033
N -1.4623 2.2442 -0.6897 0.018
N -0.1612 1.7500 -0.7865 -0.080
C 0.5840 2.7565 -1.3308 0.011
C -0.2212 3.8952 -1.4682 0.005
C -1.4877 3.5258 -1.0643 0.019
Cr -0.0502 -0.1662 -0.1057 3.077
N -2.5802 0.1406 -1.3393 0.025
N -1.4382 -0.6592 -1.3768 -0.074
C -1.6431 -1.6154 -2.3063 0.017
C -2.9121 -1.4306 -2.8519 0.003
C -3.4630 -0.3312 -2.2185 0.035
H -0.9225 -2.3872 -2.5227 0.000
H -4.4232 0.1584 -2.3303 0.001
H -3.3785 -2.0325 -3.6100 0.000
H -3.7167 1.9212 -0.4494 0.000
H -2.4077 4.0937 -0.9840 0.001
H -4.1607 1.4973 2.0937 0.001
H 0.0781 4.8806 -1.7883 0.000
H -3.2182 -0.1282 4.0976 0.000
H 1.6158 2.6811 -1.6499 -0.001
H -1.0639 -1.3384 3.0983 -0.002
H 2.4700 -0.0840 -0.8794 -0.002
C 3.4732 0.1996 -0.5371 0.012
H 3.8578 1.0229 -1.1456 0.000
H 3.4078 0.4866 0.5149 -0.002
H 4.1361 -0.6653 -0.6192 0.000
O -1.0123 -3.1686 0.4219 0.008
C 0.1206 -2.9125 0.8364 0.018
N 0.9991 -3.8201 1.4112 0.036
C 2.2087 -3.2351 1.8924 0.059
C 1.8547 -1.7490 1.6905 -0.001
O 2.4889 -0.8062 2.2081 0.022
N 0.7614 -1.6662 0.8707 -0.045
C 2.4697 -3.6561 3.3320 0.203
C 2.4226 -2.7649 4.3974 -0.034
C 2.7545 -3.2013 5.6884 0.141
C 3.1180 -4.5336 5.9053 0.217
C 3.1396 -5.4322 4.8276 -0.034
C 2.8148 -4.9908 3.5435 0.144
C 3.3767 -3.5033 0.9722 0.129
C 4.6032 -2.9441 1.3292 0.088
C 5.7212 -3.1018 0.5073 -0.029
C 5.6094 -3.8390 -0.6801 0.077
C 4.3777 -4.4116 -1.0255 0.047
C 3.2574 -4.2439 -0.1978 -0.034
H 0.7119 -4.7922 1.4689 -0.006
H 2.1607 -1.7306 4.2032 -0.003
H 2.7343 -2.4813 6.5069 -0.001
H 3.3865 -4.8732 6.9088 -0.001
H 3.4177 -6.4770 4.9737 0.001
H 2.8383 -5.6760 2.6972 -0.005
H 4.6492 -2.3613 2.2485 -0.004
H 6.6671 -2.6378 0.8021 0.000
H 6.4839 -3.9663 -1.3264 0.000
H 4.2753 -4.9968 -1.9402 0.001
H 2.2979 -4.6829 -0.4569 -0.001
```

* electronic energy: -2625.04435 hartree
* HOMO level (alpha / beta): -14.6 / -14.5 eV
* HOMO-LUMO gap (alpha / beta): 7.541 / 4.088 eV
* 2S+1: 5
* charge: +2

2.
ORCA calculation (ωB97M-V/def2-TZVPD) on a molecular structure, C25H25BF4IMnO2PS at a distorted geometry.

Structure (XYZ):
```
61
Properties=species:S:1:pos:R:3:mulliken_spin:R:1
Mn -0.8068 -0.8004 -0.0823 4.281
I -0.8559 -1.0926 2.6618 -0.018
C -2.2469 -2.6841 2.3966 -0.032
C -2.6856 -3.3745 3.4859 0.009
C -3.5691 -4.4504 3.2822 -0.011
C -3.9645 -4.7840 2.0182 0.011
C -3.5242 -4.0508 0.8922 -0.021
C -3.9580 -4.3721 -0.4144 0.052
C -3.5644 -3.6210 -1.4841 -0.040
C -2.7029 -2.5231 -1.3027 -0.007
C -2.2185 -2.1961 -0.0606 -0.324
C -2.6351 -2.9532 1.0706 0.038
H -2.3650 -3.1001 4.4813 0.001
H -3.9238 -5.0055 4.1400 0.000
H -4.6327 -5.6205 1.8572 -0.001
H -4.6136 -5.2237 -0.5473 0.003
H -3.8998 -3.8622 -2.4834 0.000
H -2.4222 -1.9432 -2.1743 -0.010
F 1.1820 -0.0573 -2.9107 0.000
B -0.0027 -0.7320 -2.8077 -0.017
F -1.0073 0.1141 -2.1994 0.026
F -0.4549 -1.3139 -3.9381 0.001
F 0.1244 -1.7688 -1.7311 0.020
O 0.9737 0.0008 0.1037 0.001
S 2.0886 0.3984 1.0565 0.004
C 3.5335 -0.4870 0.4811 0.004
C 3.4681 -1.3250 -0.6151 0.003
C 4.6318 -1.9666 -1.0191 0.000
C 5.8171 -1.7700 -0.3269 0.000
C 5.8552 -0.9399 0.7876 0.000
C 4.7038 -0.2952 1.2039 -0.002
C 2.5263 2.0475 0.5181 0.005
C 2.5000 3.0667 1.4579 0.002
C 2.7980 4.3600 1.0509 0.000
C 3.1027 4.6117 -0.2794 0.001
C 3.1080 3.5791 -1.2115 0.000
C 2.8233 2.2828 -0.8166 0.001
H 2.5422 -1.4665 -1.1554 0.001
H 4.6068 -2.6224 -1.8787 0.000
H 6.7219 -2.2650 -0.6538 0.000
H 6.7767 -0.7991 1.3358 0.000
H 4.7123 0.3576 2.0699 0.000
H 2.2503 2.8518 2.4904 0.000
H 2.7950 5.1641 1.7744 0.000
H 3.3389 5.6208 -0.5902 0.000
H 3.3390 3.7809 -2.2488 0.000
H 2.8122 1.4666 -1.5301 0.000
C -3.4973 2.2914 -1.5676 0.001
P -2.2569 2.3515 -0.2629 0.012
C -2.8827 3.4184 1.0510 0.002
C -0.7803 3.1481 -0.9283 0.001
O -1.9612 0.9708 0.2705 0.005
H -3.8046 3.2908 -1.8742 0.000
H -4.3575 1.7380 -1.1906 0.000
H -3.0818 1.7528 -2.4195 0.000
H -3.0675 4.4182 0.6562 0.000
H -2.1466 3.4729 1.8520 0.000
H -3.8098 3.0047 1.4461 0.000
H -1.0263 4.1192 -1.3597 0.000
H -0.3552 2.5031 -1.6985 0.000
H -0.0501 3.2834 -0.1291 0.000
```

* relative energy (zero: lowest compared OMol25 entry of this formula, charge and spin): 34.39 kJ/mol
* electronic energy: -3730.78689 hartree
* HOMO level (alpha / beta): -11.0 / -11.2 eV
* HOMO-LUMO gap (alpha / beta): 6.399 / 8.396 eV
* 2S+1: 5
* charge: +1